Record 1
C59H74N7O2SSiSr as an isolated structure. Source: the OMol25 dataset; level of theory: the ωB97M-V functional and the def2-TZVPD basis.

Its orbital gap is 6.04 eV. As for the charge: -1. The total energy comes out at -3545.07016 hartree.

XYZ file:
```
145
Properties=species:S:1:pos:R:3:mulliken_charge:R:1
Sr -0.59785 0.15138 0.41029 1.865
C 0.51914 -2.02412 3.39089 -0.905
C 0.26556 -0.89300 4.19557 0.073
C 0.89860 0.21792 3.55676 0.954
C 1.52195 -0.28872 2.37834 -1.856
C 1.29302 -1.67673 2.27645 0.833
C 1.98239 -2.68029 1.36954 2.344
C 0.96050 -3.56448 0.64493 -1.677
C 2.84081 -1.97778 0.32063 -1.868
C 2.90058 -3.57255 2.22088 -2.044
C 1.04771 1.68633 3.97316 2.737
C 2.05996 2.39208 3.06111 -1.300
C 1.60740 1.84927 5.39492 -2.208
C -0.26199 2.47979 3.83310 -1.406
C -0.42736 -1.06606 5.55345 2.619
C -1.25551 -2.36269 5.58412 -1.945
C 0.61704 -1.21868 6.67542 -1.738
C -1.42113 0.04543 5.91163 -1.565
H 0.21051 -3.03566 3.61769 0.167
H 2.19468 0.26888 1.73995 0.473
H 0.32497 -2.95852 -0.00538 -0.131
H 0.32224 -4.09582 1.35653 0.329
H 1.46859 -4.31202 0.02522 0.537
H 2.21146 -1.40646 -0.36141 -0.576
H 3.39660 -2.70431 -0.27997 0.474
H 3.55946 -1.30691 0.79489 0.444
H 2.32626 -4.12328 2.96754 0.257
H 3.63294 -2.95984 2.75001 0.435
H 3.43560 -4.29171 1.59100 0.414
H 3.04129 1.91530 3.09900 0.392
H 2.16959 3.43646 3.36766 0.586
H 1.71519 2.38787 2.03115 -0.676
H 2.53143 1.27768 5.50307 0.325
H 0.91738 1.52539 6.16900 0.344
H 1.83378 2.90397 5.58139 0.472
H -0.57114 2.50974 2.78410 -0.400
H -0.12188 3.51449 4.16632 0.652
H -1.07543 2.04453 4.40859 -0.060
H -0.63216 -3.24927 5.47486 0.310
H -2.01097 -2.36496 4.79886 0.219
H -1.77181 -2.44029 6.54552 0.534
H 1.26942 -2.06356 6.44755 0.301
H 0.12676 -1.40655 7.63765 0.459
H 1.24473 -0.33823 6.77829 0.215
H -2.19441 0.12797 5.14526 0.087
H -0.95335 1.01923 6.02218 0.205
H -1.91340 -0.19033 6.86111 0.611
C -2.32272 2.25657 -4.75368 -0.697
C -3.44141 1.67553 -3.97822 0.797
N -4.68797 1.69768 -4.32443 -1.012
N -5.32487 1.07738 -3.28563 0.228
C -4.51179 0.67954 -2.28831 -0.085
S -4.98644 -0.05325 -0.87090 -0.543
N -3.27597 1.05583 -2.75616 0.045
N -2.07615 0.91245 -2.07464 2.116
H -2.71176 2.63562 -5.69519 0.476
H -1.54553 1.51511 -4.94414 -0.087
H -1.85786 3.07673 -4.20432 0.168
H -6.32212 0.96315 -3.27918 0.185
H -1.47879 0.17469 -2.44382 -1.594
H -1.59185 1.80395 -2.07259 -0.425
C -3.81840 3.83317 -0.50784 -0.989
C -3.04200 4.86598 -1.02514 -1.028
C -1.67058 4.79394 -0.86520 -1.007
C -1.08698 3.68712 -0.22850 0.652
C -1.81879 2.59242 0.28071 0.142
C -3.21126 2.75611 0.12335 -0.717
C 0.39464 3.67991 -0.13018 -0.116
C 1.08893 4.89221 0.15942 -0.961
C 2.44359 4.89831 0.23258 -1.458
C 3.15379 3.69651 0.00231 1.434
C 4.55813 3.60630 0.09585 -0.833
C 5.18719 2.40535 -0.08441 -1.324
C 4.43316 1.25592 -0.39001 -0.223
C 3.07164 1.32213 -0.50263 0.026
C 2.39564 2.53949 -0.28308 -1.536
N 1.02690 2.54120 -0.32132 1.869
H -4.89903 3.86000 -0.61014 0.409
H -3.49635 5.70626 -1.53646 0.370
H -1.04671 5.58756 -1.26618 0.469
H -3.87764 1.97029 0.47160 0.640
H 0.51298 5.78540 0.35634 0.701
H 2.98962 5.80134 0.48197 0.406
H 5.12255 4.50209 0.32912 0.411
H 6.26376 2.33299 0.00524 0.398
H 4.93144 0.30788 -0.54009 0.692
H 2.47663 0.45397 -0.75593 0.109
C -3.65504 -3.44187 -1.44700 -1.393
C -2.87852 -2.82682 -0.30995 -0.160
O -2.04648 -1.94663 -0.46940 0.899
N -3.16528 -3.33493 0.91238 0.162
C -2.57529 -2.77471 2.11542 -0.243
C -3.23811 -1.49791 2.57160 -0.131
C -4.44079 -1.54425 3.26381 -0.496
C -5.02442 -0.36387 3.69120 -1.033
C -4.37032 0.82457 3.42380 -1.298
C -3.17399 0.78044 2.72480 -1.059
N -2.61742 -0.35037 2.28951 1.960
H -3.10836 -3.30453 -2.37332 0.096
H -4.60399 -2.91127 -1.53318 0.287
H -3.83931 -4.50366 -1.28135 0.447
H -3.95960 -3.94619 0.99091 0.292
H -1.51748 -2.58366 1.93917 -1.193
H -2.63801 -3.52615 2.90391 0.707
H -4.90019 -2.50267 3.47326 0.525
H -5.96403 -0.37477 4.22901 0.427
H -4.76895 1.77877 3.73927 0.513
H -2.63871 1.68877 2.47859 0.325
C 0.42806 -2.80037 -5.35617 -1.980
C -0.12618 -2.34654 -4.00373 3.127
C -1.51938 -1.74128 -4.22620 -1.458
C -0.30467 -3.57339 -3.10395 -1.793
Si 0.98315 -1.04980 -3.11885 -1.779
O 0.37718 -0.60643 -1.71663 2.969
C 2.77471 -1.71769 -3.09196 1.640
C 3.14703 -3.05689 -2.95718 -0.092
C 4.47569 -3.44985 -2.87956 -0.853
C 5.48648 -2.50248 -2.92785 -0.720
C 5.15044 -1.16391 -3.06737 -0.675
C 3.81729 -0.78476 -3.15465 -0.645
C 1.14797 0.52793 -4.18613 0.970
C 1.46178 0.58754 -5.54679 -0.593
C 1.62533 1.80140 -6.20223 -0.966
C 1.51405 2.99520 -5.50002 -0.880
C 1.23776 2.96215 -4.14137 -0.588
C 1.04543 1.74319 -3.50405 0.559
H -0.17798 -3.62424 -5.75362 0.492
H 1.46015 -3.15133 -5.28147 0.193
H 0.39428 -1.99603 -6.09282 0.403
H -2.14558 -2.43645 -4.80043 0.653
H -1.47521 -0.80423 -4.79005 0.249
H -2.02570 -1.56377 -3.27490 -0.349
H -1.05390 -4.24773 -3.54052 0.515
H -0.63840 -3.27463 -2.11201 0.078
H 0.60989 -4.15383 -2.98913 0.206
H 2.39183 -3.82884 -2.90008 -0.002
H 4.71890 -4.50034 -2.77167 0.431
H 6.52453 -2.80400 -2.85730 0.353
H 5.92736 -0.40939 -3.11164 0.444
H 3.58835 0.26842 -3.26752 0.302
H 1.60521 -0.32693 -6.10922 0.203
H 1.85963 1.81728 -7.26022 0.380
H 1.65539 3.94136 -6.00859 0.342
H 1.16604 3.88342 -3.57271 0.531
H 0.83057 1.72319 -2.44292 -0.722
```

Record 2
C59H83ClFI3NO20PS3 as an isolated structure at a distorted geometry. Source: the OMol25 dataset; level of theory: the ωB97M-V functional and the def2-TZVPD basis.

Its orbital gap is 6.70 eV. The total energy comes out at -6845.81308 hartree.

XYZ file:
```
172
Properties=species:S:1:pos:R:3:mulliken_charge:R:1
C -5.67790 -2.59494 -5.10287 -0.359
C -4.55641 -1.88937 -5.18774 -0.486
C -3.14395 -1.07506 -5.09636 0.157
C -2.03308 -1.69943 -6.13496 -0.545
C -0.82954 -0.65292 -6.47321 -0.914
C -0.66167 0.32910 -5.21017 0.132
C -1.24564 1.81873 -5.30107 -0.221
I -2.22761 2.64060 -7.07740 0.224
C -1.10977 2.82353 -4.06310 0.017
F -1.65597 4.16931 -4.19131 -0.337
C -0.38915 2.29731 -2.74808 -0.020
C -0.24793 3.36707 -1.53704 -0.674
C 1.24772 4.05769 -1.53370 -0.481
C 1.88771 4.17120 -0.05093 0.241
C 1.55550 5.55089 0.72274 -0.528
S 1.34796 5.10408 2.55001 1.094
O 1.57111 6.28076 3.47345 -0.550
O 2.30766 3.98424 2.95830 -0.568
Cl -0.59594 4.36922 2.72394 -0.222
C 0.19145 0.83975 -2.63808 0.553
C 0.07547 -0.17868 -3.87766 0.193
C 0.71239 -1.66674 -3.73917 0.077
O 1.13320 -2.37016 -4.71481 -0.523
C 0.76305 -2.31013 -2.24428 0.689
C 0.70994 -3.87526 -1.97721 -0.101
N 0.65156 -4.88683 -3.06519 -0.586
C 1.89478 -5.14943 -3.46296 0.397
S 3.53202 -5.20369 -3.86859 -0.164
C 0.75815 -4.38375 -0.48371 0.744
C 0.75445 -5.96696 -0.18623 -1.645
I -1.08514 -7.17639 -0.15379 0.144
C 2.06514 -6.55886 0.06700 -0.006
C 3.43311 -5.65734 0.02178 -0.334
I 2.19716 -8.70276 0.50605 0.045
C 0.82592 -3.39075 0.74021 0.846
P 0.88018 -4.18689 2.48764 0.169
S -0.77299 -5.07290 2.99141 -0.250
C 0.88004 -1.80898 0.50183 -0.082
C 0.93824 -0.88054 1.81470 -0.666
C -0.52218 -1.03770 2.56453 -0.307
O -1.54158 -1.41504 1.59606 -0.146
C -2.74144 -1.87787 2.22874 0.640
C -4.04614 -2.28371 1.33001 -0.956
O -2.88806 -2.00402 3.50145 -0.562
C 0.87071 -1.31005 -0.99045 0.280
C 0.96989 0.24941 -1.34074 0.186
O 1.67471 1.07533 -0.66808 -0.599
H -6.52474 -3.32007 -4.78029 0.341
H -3.39628 0.03622 -5.35353 0.174
H -2.75472 -1.11404 -4.00714 0.208
H -2.62220 -1.84891 -7.13208 0.403
H -1.63893 -2.70448 -5.71618 0.223
H 0.17875 -1.18066 -6.72098 0.199
H -1.14096 -0.11665 -7.45379 0.335
H -0.98047 4.26338 -1.69635 0.443
H -0.50501 2.86211 -0.53720 0.181
H 1.93157 3.31434 -2.11762 0.253
H 1.27420 5.04661 -2.13549 0.541
H 3.03274 3.95874 -0.10886 0.066
H 1.41740 3.31141 0.57574 -0.335
H 2.43218 6.28675 0.60382 0.270
H 0.53600 5.95600 0.37768 0.403
H 4.32474 -6.39486 -0.03119 0.142
H 3.49254 -4.99843 -0.92022 0.080
H 3.55778 -4.99683 0.96246 0.234
H 1.99852 -5.11955 2.42767 0.048
H 1.30681 -3.14566 3.38994 0.152
H 1.05559 0.24354 1.61096 -0.090
H 1.79598 -1.21301 2.52314 0.353
H -0.35683 -1.79549 3.41399 0.112
H -0.86865 -0.05209 3.06134 0.511
H -3.94460 -1.97712 0.22694 0.246
H -4.22730 -3.43179 1.33473 0.253
H -4.98230 -1.81341 1.82711 0.320
O -6.95510 -5.81436 5.90468 -0.618
C -5.91186 -5.23115 6.12714 0.829
O -4.77315 -5.62082 5.52727 -0.435
C -3.54442 -4.87511 5.55786 0.223
C -2.72695 -5.22163 6.78829 -0.953
C -5.84943 -4.12867 7.14682 -1.021
H -3.73138 -3.80247 5.46630 0.279
H -2.98434 -5.16686 4.66450 -0.155
H -3.25201 -4.95249 7.70781 0.215
H -1.76750 -4.69710 6.77034 0.431
H -2.53635 -6.30331 6.83646 0.365
H -5.66909 -4.55894 8.13315 0.241
H -6.81227 -3.60978 7.15382 0.341
H -5.09919 -3.37133 6.92686 0.339
O -2.90720 -7.78390 7.75300 -0.574
C -3.81442 -8.56981 7.94843 0.598
O -3.60893 -9.67239 8.69499 -0.384
C -4.65043 -10.54401 9.15900 -0.383
C -4.97478 -11.60211 8.12339 -0.935
C -5.15063 -8.38591 7.28818 -0.010
H -5.53133 -9.97723 9.46968 0.364
H -4.26516 -11.03140 10.05950 0.301
H -5.35737 -11.15760 7.20234 0.271
H -5.72287 -12.30043 8.50758 0.350
H -4.07481 -12.16270 7.85549 0.290
H -5.13335 -8.85156 6.30183 0.297
H -5.33451 -7.31674 7.17387 -0.629
H -5.98389 -8.77532 7.87057 0.336
O -4.63881 7.84229 7.48879 -0.573
C -3.92937 8.00613 6.51839 0.714
O -2.93506 7.13877 6.24688 -0.363
C -2.18374 7.12170 5.02352 -0.189
C -1.00581 8.07250 5.09682 -0.839
C -4.07827 9.22725 5.65420 -0.872
H -2.82680 7.31573 4.16143 0.304
H -1.81096 6.10018 4.90524 0.145
H -1.33294 9.10699 5.22245 0.302
H -0.40176 8.00814 4.18824 0.243
H -0.37440 7.83247 5.95667 0.282
H -3.47806 10.03834 6.06897 0.238
H -5.13066 9.52481 5.65534 0.300
H -3.81212 9.06099 4.61177 0.304
O 3.38463 4.97041 -2.79751 -0.581
C 3.47672 5.68532 -3.77554 0.983
O 2.66005 6.74566 -3.92560 -0.420
C 2.82569 7.76374 -4.92467 -0.416
C 2.14878 7.36714 -6.22146 -1.027
C 4.43395 5.34972 -4.88425 -1.273
H 3.87997 8.01557 -5.06158 0.355
H 2.34358 8.66306 -4.53024 0.348
H 2.59559 6.46670 -6.64795 0.277
H 2.22368 8.17240 -6.95676 0.391
H 1.09185 7.14574 -6.04838 0.284
H 3.94893 4.67000 -5.58659 0.310
H 5.30548 4.85229 -4.44928 0.348
H 4.81596 6.22194 -5.41163 0.412
O -3.77920 2.79731 -9.65593 -0.599
C -4.42420 3.82464 -9.73500 0.719
O -5.67646 3.88033 -9.24626 -0.328
C -6.43801 5.08849 -9.09843 -0.355
C -7.18284 5.42083 -10.37595 -0.953
C -3.87888 5.02110 -10.46314 -0.965
H -5.80920 5.91252 -8.75287 0.329
H -7.16259 4.89956 -8.30105 0.306
H -6.49558 5.61059 -11.20309 0.275
H -7.80989 6.30525 -10.23706 0.352
H -7.81787 4.58290 -10.67666 0.297
H -4.12138 4.93955 -11.52366 0.277
H -2.79158 5.03139 -10.34497 0.259
H -4.23473 5.97202 -10.07061 0.366
O 5.76635 -6.89427 2.50433 -0.532
C 6.87672 -6.91773 2.01627 0.854
O 7.03652 -6.81224 0.68209 -0.326
C 8.29948 -6.61706 0.02808 -0.404
C 8.98283 -7.94306 -0.24032 -0.982
C 8.08823 -7.16182 2.87187 -1.137
H 8.93228 -5.92485 0.58862 0.342
H 8.07962 -6.12871 -0.92586 0.330
H 9.21506 -8.46955 0.68772 0.274
H 9.91275 -7.79178 -0.79453 0.362
H 8.32901 -8.59864 -0.82223 0.298
H 8.24970 -8.23622 2.97081 0.275
H 7.90329 -6.73564 3.86188 0.312
H 8.99123 -6.68110 2.49958 0.344
O 7.92340 6.47339 -2.35732 -0.593
C 7.31251 6.44814 -1.30871 0.723
O 7.76742 5.71920 -0.27209 -0.351
C 7.24110 5.78935 1.06205 -0.496
C 6.06412 4.84911 1.23179 -0.505
C 5.98909 7.14680 -1.17273 -0.619
H 6.99905 6.81851 1.33812 0.361
H 8.04935 5.47438 1.72852 0.311
H 5.23387 5.12374 0.57730 -0.128
H 5.70828 4.85979 2.26531 0.389
H 6.35083 3.82706 0.96898 0.311
H 5.19244 6.47820 -1.50400 -0.106
H 5.99948 8.03464 -1.81159 0.360
H 5.78318 7.50281 -0.16467 0.333
```

Record 3
C5BCaF19O15S5 as an isolated structure at a distorted geometry. Source: the OMol25 dataset; level of theory: the ωB97M-V functional and the def2-TZVPD basis.

Its orbital gap (alpha / beta) is 8.12 / 3.79 eV. As for the charge: -3. As for the multiplicity: 2. The total energy comes out at -5910.40721 hartree. As for the expectation value of S²: 0.76.

XYZ file:
```
46
Properties=species:S:1:pos:R:3:lowdin_spin:R:1
Ca -8.24087 -6.42571 14.70464 -0.002
B -6.94567 -4.12854 15.03144 0.000
F -6.32888 -2.87943 15.23120 0.000
F -8.05505 -4.13650 15.76963 0.000
F -7.34208 -4.40084 13.78096 0.000
F -6.22038 -5.23247 15.51448 0.000
C -4.06750 -6.77373 12.61599 -0.001
F -3.54454 -7.32286 13.70343 0.000
F -4.37282 -5.46525 12.91521 0.000
F -3.24355 -6.86010 11.62077 0.000
S -5.66430 -7.67879 12.15945 -0.005
O -5.89092 -7.52794 10.72140 0.020
O -5.53478 -9.07265 12.55808 0.040
O -6.73592 -7.06309 12.99079 0.036
C -4.60221 -8.54025 17.29623 -0.001
F -3.79551 -9.56313 17.63392 0.000
F -4.74424 -7.71339 18.32424 0.000
F -3.91845 -7.87670 16.29709 0.000
S -6.37184 -9.02966 16.44836 -0.002
O -7.13403 -9.57650 17.56110 0.012
O -7.01378 -7.86758 15.83079 0.017
O -6.07324 -10.01590 15.37966 0.031
C -8.18811 -6.00969 19.14936 0.000
F -7.45652 -7.08923 18.93501 0.000
F -8.51632 -5.94867 20.48802 0.000
F -7.44923 -4.97641 18.70687 0.000
S -9.68148 -5.99952 18.01019 0.000
O -10.12340 -4.59225 17.93540 0.000
O -9.22036 -6.46647 16.69187 0.000
O -10.73063 -6.89456 18.59884 0.000
C -11.84292 -4.11968 14.81626 0.000
F -12.89021 -3.33350 14.45894 0.000
F -10.81643 -3.34825 15.15823 0.000
F -12.17249 -4.82739 15.89028 0.000
S -11.42961 -5.40859 13.34403 0.000
O -12.37895 -6.44814 13.54751 0.000
O -11.58635 -4.67497 12.08129 0.001
O -10.02805 -5.81708 13.52069 0.006
C -10.90017 -10.40520 13.15873 -0.010
F -11.96954 -9.76833 13.69117 -0.002
F -10.63833 -11.46637 13.91765 -0.002
F -11.20985 -10.74674 11.92797 -0.002
S -9.32750 -9.20043 13.15742 -0.047
O -9.40088 -8.43943 14.40399 0.222
O -8.15052 -10.04772 13.02250 0.354
O -9.52126 -8.36239 11.98924 0.337
```